2 unconnected molecules or ions with the total composition C24H27Br2F9N3O14P2 in a non-equilibrium geometry. Source: OMol25; level of theory: ωB97M-V/def2-TZVPD.

```
! wB97M-V def2-TZVPD RIJCOSX def2/J DEFGRID3
* xyz -1 1
Br 4.237 1.270 3.540
Br 5.192 -2.281 3.354
P 1.664 1.156 -1.636
P -0.419 -4.285 1.078
F -1.130 3.553 5.529
F -0.320 4.207 1.151
F 2.738 -1.345 3.870
F 2.961 -2.237 1.901
F -1.381 4.672 3.230
F 4.866 -0.149 1.395
F 1.179 3.054 2.171
F -2.117 2.656 3.258
F 0.822 3.958 4.709
O -4.596 2.756 -4.406
O -1.789 2.105 0.575
O -3.277 1.403 -2.329
O 1.336 1.337 5.024
O -1.348 -5.562 1.040
O -1.326 -0.665 2.398
O -1.757 6.418 -3.638
O -0.251 4.919 -1.803
O -0.097 -3.925 2.463
O -3.139 -0.905 3.520
O 1.911 2.593 -0.925
O 1.089 1.357 -3.136
O 0.904 -4.575 0.274
O -0.842 0.865 4.997
N -2.762 -0.409 2.560
N 0.892 -1.901 -1.746
N -0.430 -1.655 0.371
C 0.047 1.694 4.887
C -3.151 4.603 -4.053
C -2.057 5.246 -3.383
C -0.620 -2.840 -3.565
C -1.259 4.419 -2.342
C 0.273 0.381 -0.707
C 0.103 0.642 0.817
C -2.916 2.536 -2.705
C 0.647 -4.981 -2.878
C -1.342 -2.838 0.390
C -0.967 -0.441 1.071
C -1.779 3.145 -2.106
C 0.001 -1.130 -0.981
C 2.639 0.416 1.267
C -3.648 3.317 -3.821
C 0.533 -1.914 -3.180
C -0.155 3.137 1.919
C -0.997 3.391 3.221
C 1.218 0.211 1.797
C -0.225 -4.283 -3.921
C -0.698 1.945 1.068
C 3.534 -1.423 2.818
C 3.757 -0.035 2.179
C -0.260 3.172 4.568
H 2.751 -0.160 0.347
H -1.723 -3.036 -0.608
H 1.616 -4.170 0.789
H -0.934 -1.130 -1.541
H 1.130 -5.829 -3.352
H 1.773 1.741 -3.688
H 0.428 -2.053 0.769
H 0.209 -4.277 -4.919
H -0.615 0.825 -1.190
H -3.620 5.216 -4.816
H 0.222 -0.906 -3.457
H -2.109 -5.413 1.614
H -1.287 2.494 -1.384
H 2.823 2.852 -1.065
H 1.387 -4.312 -2.455
H 2.824 1.448 0.998
H -2.164 -2.687 1.081
H 1.118 0.820 2.691
H -1.108 -2.384 -4.423
H 1.852 -1.607 -1.617
H 1.095 -0.803 2.161
H -1.926 -0.286 0.566
H -1.395 -2.890 -2.797
H 1.383 -2.146 -3.814
H -1.155 -4.847 -3.985
H 1.903 2.122 5.003
H 0.033 -5.339 -2.057
*
```

Summary:
DFT total energy = -8877.81748 a.u.
Kohn-Sham gap = 0.10377 Eh

---

2 unconnected molecules or ions with the total composition C3H11NOS2 in a non-equilibrium geometry. Source: OMol25; level of theory: ωB97M-V/def2-TZVPD.

```
! wB97M-V def2-TZVPD RIJCOSX def2/J DEFGRID3
* xyz 0 1
S 2.276 1.033 0.937
S 1.215 2.469 1.936
O -2.519 0.206 2.654
N 0.017 -0.913 -0.439
C -0.221 -1.920 -1.465
C 0.221 0.441 -0.866
C 1.639 0.990 -0.771
H -0.336 1.100 -0.215
H -0.796 -1.458 -2.247
H 0.582 -1.200 0.349
H -0.200 0.654 -1.850
H 0.668 -2.396 -1.915
H 1.748 1.983 -1.194
H 0.032 1.840 2.078
H -2.841 -0.384 3.354
H 2.403 0.343 -1.235
H -0.799 -2.742 -1.028
H -3.090 -0.049 1.918
*
```

Summary:
DFT total energy = -1047.24730 a.u.
structure (SMILES) = CNCCSS.O
Kohn-Sham gap = 0.33397 Eh

---

2 unconnected molecules or ions with the total composition C8H4F4NO4 in a non-equilibrium geometry. Source: OMol25; level of theory: ωB97M-V/def2-TZVPD.

```
! wB97M-V def2-TZVPD RIJCOSX def2/J DEFGRID3
* xyz -1 1
F -1.548 -0.688 1.220
F -1.502 2.042 1.468
F 3.255 1.980 1.403
F 3.222 -0.760 1.292
O 0.899 3.347 1.211
O -1.746 1.544 -1.627
O -2.886 -0.347 -1.700
O 0.832 -2.023 0.862
N -1.794 0.287 -1.620
C 0.845 -0.801 1.087
C -0.843 -1.918 -1.678
C 2.080 -0.045 1.264
C 2.095 1.304 1.307
C -0.690 -0.480 -1.513
C 0.875 2.110 1.268
C -0.383 -0.006 1.145
C -0.370 1.341 1.306
H -1.319 -2.364 -0.793
H -1.455 -2.160 -2.559
H 0.152 -2.365 -1.763
H 0.283 0.003 -1.579
*
```

Summary:
DFT total energy = -1062.31059 a.u.
Kohn-Sham gap = 0.16712 Eh

---

A single C5H13N molecule in a non-equilibrium geometry. Source: OMol25; level of theory: ωB97M-V/def2-TZVPD.

```
! wB97M-V def2-TZVPD RIJCOSX def2/J DEFGRID3
* xyz 0 1
N -0.500 0.582 -0.289
C -0.074 1.862 0.239
C -1.298 0.461 -1.455
C 0.786 -1.131 1.116
C 1.603 -1.276 -0.148
C -0.575 -0.415 0.772
H 0.777 1.799 0.914
H -0.973 0.030 1.703
H 0.913 -1.683 -0.895
H -0.954 2.290 0.753
H -1.932 -0.419 -1.341
H 2.407 -2.025 -0.136
H 1.087 -0.745 2.091
H 0.450 -2.143 1.375
H 2.082 -0.393 -0.571
H 0.178 2.551 -0.575
H -0.682 0.532 -2.357
H -1.256 -1.168 0.390
H -2.039 1.288 -1.587
*
```

Summary:
DFT total energy = -253.00764 a.u.
structure (SMILES) = CCCN(C)C
Kohn-Sham gap = 0.32190 Eh

---

7 unconnected molecules or ions with the total composition C21H56O21S7 in a non-equilibrium geometry. Source: OMol25; level of theory: ωB97M-V/def2-TZVPD.

```
! wB97M-V def2-TZVPD RIJCOSX def2/J DEFGRID3
* xyz 0 1
S 1.814 -3.258 -3.059
S -5.508 2.686 0.366
S 1.308 7.014 -4.595
S -0.641 1.176 -0.507
S -3.051 -3.935 -1.281
S 1.136 -3.431 5.808
S 5.342 1.643 6.739
O -2.255 -5.120 -1.057
O 2.405 6.961 -5.530
O -0.855 2.238 0.431
O 1.023 5.468 -4.172
O -2.801 -3.427 -2.825
O -0.061 -0.100 0.301
O 1.893 -3.910 -1.771
O 3.848 2.198 6.490
O 1.143 -4.179 7.042
O 0.012 -2.246 5.827
O 1.384 7.767 -3.372
O 5.881 2.325 7.885
O -4.468 -3.865 -1.014
O -5.073 3.897 -0.302
O 2.327 -2.790 5.364
O 6.082 1.578 5.492
O -1.789 0.735 -1.279
O 3.135 -3.568 -3.933
O -6.661 2.733 1.230
O -5.841 1.577 -0.767
O 1.604 -1.826 -3.166
C -3.465 -2.226 -3.232
C -2.556 -1.339 -4.061
C -1.266 -2.545 6.414
C -4.924 1.479 -1.865
C -4.117 1.909 1.167
C 0.772 1.567 -1.575
C 3.814 -4.820 -3.698
C 2.637 3.813 -5.122
C 0.350 -4.477 4.543
C 3.281 1.909 5.189
C 1.837 2.345 5.220
C -5.652 1.759 -3.166
C 4.995 -4.902 -4.683
C 4.961 -0.061 7.281
C 0.574 -4.114 -4.073
C -2.136 -2.581 -0.444
C -0.262 7.378 -5.416
C 1.085 0.110 1.144
C 1.243 4.411 -5.094
C -2.248 -1.594 5.753
C 0.597 0.124 2.587
H 1.297 1.674 5.891
H -4.497 1.289 1.982
H 5.879 -0.372 7.782
H 0.866 -3.972 -5.109
H -2.320 -1.809 -5.018
H -6.218 2.684 -3.096
H -0.418 -3.746 -3.829
H 0.898 0.708 -2.237
H 1.705 1.745 -1.051
H -4.322 -2.586 -3.807
H -1.177 -2.396 7.488
H 1.809 -0.664 0.900
H 3.379 4.575 -5.359
H -3.509 2.663 1.662
H -6.358 0.949 -3.376
H 1.598 1.068 1.029
H -0.010 1.021 2.721
H -3.549 1.263 0.506
H 4.118 -0.045 7.960
H -1.894 -2.746 0.600
H -1.644 -3.540 6.168
H 2.658 3.040 -5.890
H -2.288 -1.650 4.667
H -0.292 6.787 -6.326
H -3.253 -1.783 6.148
H 1.701 3.395 5.464
H 5.911 -4.754 -4.116
H -0.438 -5.020 5.058
H 0.549 2.420 -2.215
H -4.991 1.727 -4.033
H -1.590 -1.205 -3.565
H -2.112 -0.546 6.035
H -0.078 -3.850 3.765
H -1.207 -2.466 -1.003
H 5.019 -5.883 -5.159
H -4.126 2.222 -1.766
H -2.704 -1.671 -0.624
H -0.298 8.451 -5.583
H 2.932 3.370 -4.168
H 0.539 3.632 -4.800
H -3.919 -1.618 -2.446
H -4.339 0.562 -1.763
H -0.039 -0.738 2.795
H 1.066 -5.183 4.133
H 3.109 -5.586 -4.032
H 4.906 -4.212 -5.519
H -1.075 7.097 -4.751
H 4.906 -0.718 6.416
H 3.354 0.839 4.975
H 4.142 -4.922 -2.670
H 1.349 0.162 3.374
H 1.367 2.165 4.254
H 1.096 4.714 -6.136
H 3.896 2.459 4.476
H 0.705 -5.150 -3.764
H -2.937 -0.338 -4.252
*
```

Summary:
DFT total energy = -5200.94751 a.u.
structure (SMILES) = CCOS(C)(=O)=O.CCOS(C)(=O)=O.CCOS(C)(=O)=O.CCOS(C)(=O)=O.CCOS(C)(=O)=O.CCOS(C)(=O)=O.CCOS(C)(=O)=O
Kohn-Sham gap = 0.40709 Eh

---

7 unconnected molecules or ions with the total composition C22H62N4O7. Source: OMol25; level of theory: ωB97M-V/def2-TZVPD.

```
! wB97M-V def2-TZVPD RIJCOSX def2/J DEFGRID3
* xyz 0 1
O 27.869 -17.449 2.744
O 21.499 -17.649 5.929
O 25.405 -16.499 -3.209
O 24.901 -8.307 1.303
O 22.017 -10.009 -1.435
O 23.630 -12.569 2.653
O 22.050 -8.516 5.159
N 23.884 -4.837 0.513
N 21.706 -11.767 0.730
N 20.744 -11.731 4.010
N 28.422 -15.298 5.764
C 21.977 -9.925 5.033
C 26.120 -16.080 -2.035
C 24.725 -13.310 2.132
C 29.144 -17.859 2.303
C 25.414 -16.652 -0.830
C 21.973 -13.667 -0.765
C 28.604 -16.482 4.916
C 23.145 -8.120 5.935
C 21.741 -11.364 -1.713
C 24.155 -7.112 1.439
C 24.674 -14.754 2.608
C 22.487 -16.820 5.320
C 23.669 -16.749 6.249
C 24.696 -6.056 0.493
C 27.897 -16.302 3.574
C 19.578 -9.621 4.372
C 21.345 -9.121 -2.280
C 20.908 -10.266 4.021
C 28.102 -17.705 5.626
C 26.135 -5.713 0.826
C 22.277 -12.191 -0.560
C 24.553 -9.258 2.270
H 24.859 -8.929 3.272
H 26.169 -14.988 -2.003
H 21.572 -12.157 3.599
H 24.218 -6.750 2.477
H 25.656 -12.831 2.450
H 24.633 -15.988 -0.466
H 29.679 -16.575 4.735
H 26.753 -6.612 0.757
H 22.964 -10.302 4.726
H 23.638 -15.041 2.782
H 28.628 -17.823 6.573
H 25.013 -17.638 -1.060
H 28.257 -18.586 5.006
H 18.881 -9.691 3.535
H 23.066 -12.279 1.915
H 25.771 -16.025 -3.961
H 21.810 -10.756 0.791
H 24.702 -6.478 -0.517
H 25.092 -10.175 2.033
H 29.774 -18.214 3.125
H 28.319 -15.458 3.008
H 26.251 -5.352 1.854
H 21.737 -10.371 6.011
H 25.151 -14.854 3.587
H 27.032 -17.629 5.836
H 29.667 -17.051 1.772
H 20.937 -17.995 5.231
H 22.895 -5.068 0.539
H 24.064 -4.343 1.382
H 21.282 -9.926 3.043
H 23.139 -8.599 6.927
H 20.916 -13.855 -0.557
H 27.443 -15.201 6.016
H 22.814 -17.300 4.388
H 23.083 -7.045 6.090
H 23.098 -7.312 1.204
H 23.357 -12.025 -0.514
H 20.701 -11.922 0.712
H 20.656 -11.530 -1.816
H 24.460 -16.139 5.809
H 24.010 -17.744 6.522
H 29.004 -18.677 1.599
H 20.299 -8.949 -1.971
H 22.541 -14.259 -0.042
H 22.221 -11.650 -2.660
H 26.536 -4.980 0.129
H 25.221 -15.412 1.934
H 28.669 -14.451 5.261
H 19.725 -8.551 4.531
H 26.124 -16.830 -0.016
H 26.842 -16.112 3.778
H 22.216 -14.037 -1.759
H 27.147 -16.455 -2.116
H 21.848 -8.156 -2.277
H 22.115 -15.815 5.101
H 19.192 -10.068 5.284
H 24.097 -8.382 5.454
H 24.701 -13.286 1.036
H 19.995 -11.948 3.358
H 21.296 -9.481 -3.318
H 23.483 -9.502 2.295
H 23.382 -16.224 7.167
*
```

Summary:
DFT total energy = -1621.00769 a.u.
structure (SMILES) = COC[C@H](C)N.COC[C@H](C)N.COC[C@H](C)N.COC[C@H](C)N.CCO.CCO.CCO
Kohn-Sham gap = 0.35668 Eh

---

A molecular structure, C21H14BrLiN6O7S. Source: OMol25; level of theory: ωB97M-V/def2-TZVPD.

```
! wB97M-V def2-TZVPD RIJCOSX def2/J DEFGRID3
* xyz 0 1
Br -0.042 2.164 0.542
S 3.813 1.652 -4.074
O 0.318 -1.020 1.976
O -0.433 0.325 4.000
O -2.425 -3.657 -1.315
O -5.221 -1.352 -0.059
O -3.229 -1.472 -1.087
O -2.332 0.537 5.123
O -0.670 -2.089 0.284
N -3.837 -2.469 2.754
N 0.112 -0.204 -2.191
N -2.315 0.642 0.238
N -2.848 -2.607 1.862
N -3.299 -3.201 -0.821
N 7.243 0.573 -1.271
C -3.549 -1.586 3.721
C 5.983 0.165 -3.267
C 5.364 1.956 -1.814
C -3.570 0.262 0.509
C -4.109 -0.925 -0.251
C -0.634 -1.637 1.457
C 7.020 -0.115 -2.386
C 2.491 0.078 -2.174
C -4.340 0.849 1.491
C -2.469 2.243 2.007
C -1.886 -1.799 2.283
C -1.674 -0.021 4.272
C 2.425 0.900 -3.290
C 1.315 -0.444 -1.662
C 5.137 1.222 -2.970
C 1.172 1.152 -3.850
C -1.801 1.616 0.962
C 6.424 1.586 -0.999
C -3.766 1.848 2.267
C -2.282 -1.116 3.464
C 0.060 0.583 -3.269
Li -1.315 -0.791 -0.908
H -4.234 -1.330 4.512
H -0.925 0.774 -3.679
H 7.700 -0.934 -2.589
H -1.970 2.994 2.600
H 3.429 -0.156 -1.692
H -4.313 2.300 3.083
H 4.729 2.791 -1.552
H 1.325 -1.073 -0.778
H 5.838 -0.427 -4.160
H -5.348 0.496 1.654
H -0.060 -0.229 3.235
H -4.693 -2.978 2.618
H 1.066 1.789 -4.718
H 6.625 2.134 -0.085
*
```

Summary:
DFT total energy = -4643.69393 a.u.
Kohn-Sham gap = 0.29999 Eh

---

A molecular structure, H12MgO6. Source: OMol25; level of theory: ωB97M-V/def2-TZVPD.

```
! wB97M-V def2-TZVPD RIJCOSX def2/J DEFGRID3
* xyz 2 1
Mg 0.036 -0.054 0.022
O 2.012 -0.585 0.280
O -1.882 0.646 -0.415
O 0.150 -0.140 -1.945
O 0.655 1.831 0.064
O -0.446 -1.959 -0.059
O -0.344 -0.001 1.933
H 1.483 2.308 -0.002
H 2.522 -0.876 -0.476
H -2.640 0.141 -0.118
H 0.515 0.595 -2.437
H -2.168 1.558 -0.370
H -1.045 -2.413 0.534
H -0.001 2.511 0.217
H -1.212 0.102 2.323
H -0.418 -0.590 -2.570
H 0.263 0.146 2.658
H 2.640 -0.575 1.003
H -0.120 -2.645 -0.642
*
```

Summary:
DFT total energy = -658.31452 a.u.
Kohn-Sham gap = 0.49658 Eh

---

A molecular structure, C32H31Cl2CoN4O2S4. Source: OMol25; level of theory: ωB97M-V/def2-TZVPD.

```
! wB97M-V def2-TZVPD RIJCOSX def2/J DEFGRID3
* xyz 1 4
Co -1.230 0.692 0.353
Cl 2.818 -4.848 2.327
Cl 3.795 0.495 2.574
S -1.209 3.271 -0.122
S 0.313 1.354 2.250
S -3.027 1.442 2.059
S -0.017 1.325 -2.518
O -0.036 -1.725 -1.710
O 0.260 -0.888 0.362
N -1.196 0.489 -1.617
N -2.509 -1.061 0.088
N 4.117 -2.330 1.424
N -1.523 -1.013 -3.397
C -1.353 -0.812 -2.019
C -0.780 1.241 3.686
C 0.604 -1.601 -0.585
C -1.930 0.807 -6.579
C 4.310 0.030 -2.066
C 3.212 -2.166 2.465
C 2.966 -0.938 3.090
C 2.549 -3.273 3.021
C 3.086 -1.529 -0.680
C 2.109 -0.824 4.172
C -0.793 1.213 -4.092
C 0.566 3.146 2.088
C -2.127 1.939 3.556
C -2.383 -1.531 -1.156
C -3.534 3.036 1.362
C 4.135 -1.516 0.237
C 1.870 -2.416 -0.511
C -3.954 -3.272 -0.729
C -1.445 0.012 -4.360
C -4.063 -2.804 0.571
C -1.286 2.006 -6.303
C -2.029 -0.176 -5.607
C 5.368 0.009 -1.165
C -2.401 3.998 1.037
C -0.731 2.214 -5.050
C -3.103 -2.624 -1.606
C -3.329 -1.691 0.931
C 0.383 3.648 0.661
C 1.698 -3.176 4.105
C 5.274 -0.763 -0.021
C 1.468 -1.939 4.684
C 3.186 -0.740 -1.826
H -0.252 1.622 4.561
H -1.883 4.325 1.936
H -1.421 -1.952 -3.741
H -3.010 -2.958 -2.628
H 4.369 0.632 -2.964
H 4.301 -3.304 1.229
H 1.230 -4.071 4.489
H -4.710 -3.282 1.292
H 1.111 3.184 -0.008
H -2.745 1.693 4.419
H 6.260 0.591 -1.353
H 1.847 -3.169 -1.298
H 0.548 4.725 0.625
H -0.096 3.662 2.781
H -1.223 2.778 -7.058
H 2.372 -0.741 -2.541
H 1.988 0.148 4.629
H 0.823 -1.853 5.548
H 6.077 -0.788 0.703
H -0.905 0.166 3.826
H 1.878 -2.922 0.452
H -2.822 4.888 0.570
H -2.556 -1.100 -5.814
H 1.589 3.355 2.404
H -4.525 -4.131 -1.055
H -2.012 3.021 3.542
H -0.233 3.146 -4.812
H -4.080 2.765 0.457
H -4.244 3.503 2.045
H -3.404 -1.281 1.929
H -2.375 0.641 -7.550
*
```

Summary:
expectation value of S² = 3.76
DFT total energy = -5503.30566 a.u.
Kohn-Sham gap (spin up / spin down) = 0.28823 / 0.28228 Eh

---

2 unconnected molecules or ions with the total composition C4H4Br2S in a non-equilibrium geometry. Source: OMol25; level of theory: ωB97M-V/def2-TZVPD.

```
! wB97M-V def2-TZVPD RIJCOSX def2/J DEFGRID3
* xyz 0 1
Br -2.604 -2.099 1.560
Br 0.123 3.614 -0.189
S 0.616 0.989 1.474
C 0.417 -0.677 -0.741
C 0.343 -0.749 0.750
C 0.113 0.349 -1.477
C 0.187 1.839 0.145
H -0.799 -0.987 0.883
H 1.184 -1.346 1.227
H -0.358 0.663 -2.363
H 0.777 -1.597 -1.267
*
```

Summary:
DFT total energy = -5700.82479 a.u.
Kohn-Sham gap = 0.18363 Eh